(1)
ORCA calculation (wB97M-V/def2-TZVPD) on one molecule with the formula C24H29N3O4.

**LUMO energy**: 0.72 eV
**Total charge**: 0
**Max |F|**: 0.63 eV/A
**SMILES**: CCCOc1ccc(N2C[C@H](C(=O)Nc3ccc(N4CCOCC4)cc3)CC2=O)cc1
**Molecular weight**: 423.51 u
**Calculated total energy**: -38019.544 eV

Each atom is followed by the atoms it is bonded to, with distances in Å.
Element x y z (Å)
1 C 4.42 2.84 -2.13  C2 1.523, H58 1.087, H59 1.088, H60 1.087
2 C 3.59 3.99 -1.59  C1 1.523, C3 1.525, H56 1.091, H57 1.091
3 C 2.27 3.49 -0.99  C2 1.525, O4 1.415, H54 1.099, H55 1.098
4 O 2.57 2.78 0.19  C3 1.415, C5 1.357
5 C 1.55 2.21 0.89  O4 1.357, C6 1.391, C10 1.396
6 C 0.20 2.26 0.53  C5 1.391, C7 1.383, H53 1.078
7 C -0.75 1.61 1.30  C6 1.383, C8 1.390, H52 1.077
8 C -0.39 0.91 2.44  C7 1.390, C9 1.394, N13 1.406
9 C 0.96 0.89 2.82  C8 1.394, C10 1.377, H12 1.079
10 C 1.91 1.53 2.05  C5 1.396, C9 1.377, H11 1.078
11 H 2.95 1.51 2.34  C10 1.078
12 H 1.26 0.38 3.72  C9 1.079
13 N -1.33 0.16 3.17  C8 1.406, C14 1.363, C48 1.453
14 C -2.69 0.29 3.10  N13 1.363, O15 1.211, C16 1.529
15 O -3.30 1.21 2.60  C14 1.211
16 C -3.30 -0.95 3.74  C14 1.529, H17 1.090, C18 1.523, H51 1.093
17 H -4.22 -1.25 3.23  C16 1.090
18 C -2.17 -1.96 3.69  C16 1.523, H19 1.090, C20 1.535, C48 1.541
19 H -2.23 -2.73 4.46  C18 1.090
20 C -1.92 -2.66 2.34  C18 1.535, O21 1.212, N22 1.358
21 O -1.35 -3.72 2.30  C20 1.212
22 N -2.28 -1.92 1.26  C20 1.358, C23 1.403, H47 1.010
23 C -1.68 -1.92 -0.01  N22 1.403, C24 1.390, C28 1.390
24 C -2.00 -0.88 -0.88  C23 1.390, C25 1.379, H46 1.081
25 C -1.34 -0.72 -2.07  C24 1.379, C26 1.398, H45 1.078
26 C -0.31 -1.59 -2.45  C25 1.398, C27 1.400, N31 1.394
27 C -0.07 -2.68 -1.61  C26 1.400, C28 1.378, H30 1.079
28 C -0.73 -2.85 -0.42  C23 1.390, C27 1.378, H29 1.077
29 H -0.50 -3.69 0.22  C28 1.077
30 H 0.66 -3.43 -1.90  C27 1.079
31 N 0.41 -1.45 -3.63  C26 1.394, C32 1.450, C37 1.454
32 C 0.11 -0.35 -4.54  N31 1.450, H33 1.089, C34 1.535, H44 1.095
33 H -0.97 -0.21 -4.62  C32 1.089
34 C 0.81 0.93 -4.09  C32 1.535, O35 1.412, H42 1.091, H43 1.101
35 O 2.21 0.74 -4.01  C34 1.412, C36 1.413
36 C 2.53 -0.33 -3.14  O35 1.413, C37 1.535, H40 1.091, H41 1.102
37 C 1.85 -1.63 -3.59  N31 1.454, C36 1.535, H38 1.087, H39 1.095
38 H 2.12 -2.43 -2.90  C37 1.087
39 H 2.19 -1.90 -4.59  C37 1.095
40 H 3.61 -0.42 -3.17  C36 1.091
41 H 2.21 -0.09 -2.12  C36 1.102
42 H 0.66 1.74 -4.82  C34 1.091
43 H 0.42 1.25 -3.11  C34 1.101
44 H 0.49 -0.64 -5.53  C32 1.095
45 H -1.61 0.12 -2.69  C25 1.078
46 H -2.77 -0.17 -0.59  C24 1.081
47 H -2.86 -1.11 1.41  N22 1.010
48 C -0.95 -1.05 3.88  N13 1.453, C18 1.541, H49 1.091, H50 1.097
49 H -0.04 -1.48 3.45  C48 1.091
50 H -0.78 -0.83 4.94  C48 1.097
51 H -3.56 -0.72 4.78  C16 1.093
52 H -1.78 1.67 1.01  C7 1.077
53 H -0.12 2.79 -0.35  C6 1.078
54 H 1.62 4.35 -0.76  C3 1.099
55 H 1.76 2.84 -1.72  C3 1.098
56 H 3.36 4.69 -2.39  C2 1.091
57 H 4.14 4.51 -0.81  C2 1.091
58 H 5.37 3.20 -2.52  C1 1.087
59 H 3.89 2.33 -2.93  C1 1.088
60 H 4.63 2.12 -1.34  C1 1.087

---

(2)
ORCA calculation (wB97M-V/def2-TZVPD) on an isolated ion of composition C7H11N2 and charge +1 at a distorted geometry.

**LUMO energy**: -3.86 eV
**Total charge**: +1
**Max |F|**: 5.82 eV/A
**SMILES**: NC1=CC=CC=C([NH3+])C1
**Molecular weight**: 123.18 u
**Calculated total energy**: -10408.346 eV

Each atom is followed by the atoms it is bonded to, with distances in Å.
Element x y z (Å)
1 C 0.02 -0.52 -2.18  C2 1.404, C3 1.362, H10 1.046
2 C -1.05 -1.13 -1.49  C1 1.404, C4 1.463, H11 1.070
3 C 1.03 0.20 -1.62  C1 1.362, C6 1.319, H12 1.028
4 C -1.63 -0.74 -0.21  C2 1.463, C7 1.346, H13 1.122
5 C 0.67 -0.08 0.87  C6 1.555, C7 1.555, H14 1.101, H15 1.035
6 C 1.42 0.45 -0.38  C3 1.319, C5 1.555, N8 1.392
7 C -0.88 -0.18 0.76  C4 1.346, C5 1.555, N9 1.454
8 N 2.31 1.45 -0.02  C6 1.392, H16 0.948, H18 0.993
9 N -1.55 0.13 2.01  C7 1.454, H17 0.983, H19 1.119, H20 1.006
10 H 0.25 -0.97 -3.10  C1 1.046
11 H -1.72 -1.81 -1.98  C2 1.070
12 H 1.61 0.73 -2.28  C3 1.028
13 H -2.73 -0.95 -0.16  C4 1.122
14 H 1.08 -1.04 1.21  C5 1.101
15 H 0.76 0.54 1.70  C5 1.035
16 H 2.67 1.54 0.85  N8 0.948
17 H -0.97 0.88 2.29  N9 0.983
18 H 2.79 1.83 -0.80  N8 0.993
19 H -1.56 -0.67 2.79  N9 1.119
20 H -2.50 0.33 1.75  N9 1.006

---

(3)
ORCA calculation (wB97M-V/def2-TZVPD) on an isolated ion of composition C2H6P5 and charge +1 at a distorted geometry.

**LUMO energy**: -4.60 eV
**Total charge**: +1
**Max |F|**: 5.00 eV/A
**Molecular weight**: 184.94 u
**Calculated total energy**: -48608.612 eV

Each atom is followed by the atoms it is bonded to, with distances in Å.
Element x y z (Å)
1 C 0.12 0.05 1.47  P7 1.825, H8 1.071, H9 1.033, H10 1.067
2 C 0.17 0.00 -1.39  P7 1.822, H11 0.999, H12 1.156, H13 1.076
3 P 4.04 0.01 -1.07  P4 2.183, P5 2.259, P6 2.256
4 P 3.98 -0.08 1.11  P3 2.183, P5 2.305, P6 2.288
5 P 2.73 -1.57 -0.14  P3 2.259, P4 2.305, P7 2.163
6 P 2.83 1.57 0.01  P3 2.256, P4 2.288, P7 2.191
7 P 1.28 0.03 0.06  C1 1.825, C2 1.822, P5 2.163, P6 2.191
8 H -0.02 -1.00 1.64  C1 1.071
9 H -0.80 0.43 1.21  C1 1.033
10 H 0.74 0.57 2.17  C1 1.067
11 H 0.47 -0.50 -2.20  C2 0.999
12 H 0.08 1.13 -1.64  C2 1.156
13 H -0.74 -0.43 -1.01  C2 1.076

---

(4)
ORCA calculation (wB97M-V/def2-TZVPD) on one molecule with the formula C3H5ClO3 at a distorted geometry.

**LUMO energy**: 0.24 eV
**Total charge**: 0
**Max |F|**: 1.58 eV/A
**SMILES**: O=C(O)[C@@H](Cl)CO
**Molecular weight**: 124.52 u
**Calculated total energy**: -21857.074 eV

Each atom is followed by the atoms it is bonded to, with distances in Å.
Element x y z (Å)
1 C -0.71 -1.30 0.36  C2 1.525, H5 1.146, H6 1.103, O9 1.425
2 C 0.18 -0.29 -0.37  C1 1.525, C3 1.544, H7 1.082, Cl12 1.775
3 C -0.14 1.18 -0.02  C2 1.544, O10 1.346, O11 1.205
4 H -2.67 -1.62 0.40  O9 0.973
5 H -0.33 -2.36 0.14  C1 1.146
6 H -0.67 -1.10 1.45  C1 1.103
7 H 0.06 -0.40 -1.44  C2 1.082
8 H -1.98 0.66 -0.17  O10 0.965
9 O -2.03 -1.14 -0.15  C1 1.425, H4 0.973
10 O -1.46 1.46 -0.05  C3 1.346, H8 0.965
11 O 0.69 2.01 0.21  C3 1.205
12 Cl 1.88 -0.67 -0.02  C2 1.775